Run w
Below is 2 unconnected molecules or ions with the total composition C5H5O3, with properties calculated with the ωB97M-V functional and the def2-TZVPD basis.

Each line ends with the natural charge from an NBO analysis.
Cartesian coordinates (Å):
C 1.4161 -0.1123 -1.0306  -0.6046
C 0.6859 0.9471 -0.8092  0.6770
C 1.1336 -1.4807 -0.3426  0.4249
C -2.0853 1.4975 0.3889  0.3218
C 0.9253 -1.3902 0.9692  -0.7534
O -0.0531 1.7745 -0.3258  -0.5646
O 1.1351 -2.3749 -1.1898  -0.7414
O -2.3395 2.4370 1.0706  -0.5739
H 1.8536 -0.3903 -1.9964  0.2626
H -2.3769 1.3389 -0.5925  0.0903
H -1.8995 0.4450 0.8047  0.0984
H 1.1328 -0.4718 1.5596  0.1828
H 0.4720 -2.2197 1.4939  0.1801

As for the total charge: -1. For the orbital gap, the calculation gives 6.85 eV. For the LUMO energy, the calculation gives 0.139 Ha.

***

Run x
Below is a gas-phase ion, C5H5O3 (charge -1), with properties calculated with the ωB97M-V functional and the def2-TZVPD basis.

Each line ends with the natural charge from an NBO analysis.
Cartesian coordinates (Å):
C 0.0877 0.3295 -0.6729  -0.3140
C 1.3539 0.5918 -0.2482  -0.2933
C 2.0987 0.3851 0.8944  0.6338
C -1.2323 -0.2977 -0.1352  -0.5498
C -2.5211 -0.4362 -0.9290  0.4599
O 3.0981 -0.6524 0.9148  -0.7718
O 2.1702 1.1921 1.8223  -0.7243
O -3.4287 -1.1739 -0.7252  -0.5626
H -0.2836 0.8219 -1.6425  0.1266
H -1.0290 -1.2766 0.3494  0.2235
H -1.6281 0.5741 0.6283  0.2283
H -2.6185 0.2822 -1.7461  0.0776
H 3.9329 -0.3400 1.4898  0.4662

As for the total charge: -1. For the orbital gap, the calculation gives 6.81 eV. For the LUMO energy, the calculation gives 0.137 Ha. Its SMILES is O=CCC=C=C([O-])O.

***

Verdict on stability: run x comes out on top.

***

Run w
Below is 2 unconnected molecules or ions with the total composition C7H16, with properties calculated with the ωB97M-V functional and the def2-TZVPD basis.

Each line ends with the natural charge from an NBO analysis.
Cartesian coordinates (Å):
C 0.3578 3.2492 -1.1808  -0.4246
C -0.9037 3.3373 -0.5896  -0.4060
C -2.2896 -1.0348 1.5599  -0.6017
C -0.6287 -1.0966 1.3855  -0.3612
C 0.0228 -1.3882 0.0701  -0.3906
C 1.4725 -1.0845 0.0130  -0.3935
C 2.0504 -1.5668 -1.3374  -0.6070
H 0.3530 2.4482 -2.0301  0.2101
H 1.2331 4.0126 -1.0149  0.2178
H -1.5260 2.4471 -0.7385  0.1965
H -1.2359 4.1250 0.3568  0.2062
H -2.7817 -0.3152 0.9828  0.1950
H -2.5097 -2.0603 1.2593  0.2012
H -2.5287 -0.9016 2.6650  0.2046
H -0.4230 -1.7615 2.2968  0.1820
H -0.3991 -0.2618 1.7399  0.1735
H -0.0969 -2.4886 -0.2552  0.1935
H -0.5943 -0.6842 -0.5944  0.1846
H 1.7774 -2.0663 0.6117  0.1900
H 1.5953 -0.1723 0.4398  0.2146
H 1.8943 -0.8755 -2.2012  0.1933
H 3.0315 -1.3944 -1.3572  0.2087
H 1.7226 -2.5443 -1.6841  0.2130

As for the total charge: 0. For the orbital gap, the calculation gives 11.11 eV. For the LUMO energy, the calculation gives 0.040 Ha. Its SMILES is CCCCC.C=C.

***

Run x
Below is 2 unconnected molecules or ions with the total composition C7H16, with properties calculated with the ωB97M-V functional and the def2-TZVPD basis.

Each line ends with the natural charge from an NBO analysis.
Cartesian coordinates (Å):
C -3.8643 0.6249 0.0084  -0.4134
C -3.6863 -0.7077 0.0150  -0.3940
C 1.3398 -2.5166 -0.3568  -0.6161
C 1.4740 -1.1956 0.5704  -0.3875
C 1.2533 0.0426 -0.3721  -0.4140
C 1.1248 1.2299 0.4316  -0.4175
C 1.3910 2.4602 -0.2434  -0.6257
H -3.3767 1.6492 -0.4445  0.2358
H -4.9763 0.9451 0.2897  0.1841
H -2.8127 -1.1735 -0.2424  0.1779
H -4.3391 -1.6146 0.2766  0.2096
H 0.3150 -2.6849 -0.7899  0.2067
H 2.0963 -2.2701 -1.0776  0.2066
H 1.5462 -3.3261 0.4061  0.2068
H 2.5286 -1.2098 1.0836  0.1978
H 0.7789 -1.2829 1.4075  0.2017
H 2.0065 0.1580 -1.2243  0.2085
H 0.3095 0.0186 -1.0010  0.1883
H 2.1516 0.9108 1.0074  0.1856
H 0.3447 1.2022 1.2635  0.2175
H 0.7009 2.7613 -1.1930  0.2055
H 1.1947 3.2910 0.5483  0.2123
H 2.4996 2.6883 -0.3631  0.2234

As for the total charge: 0. For the orbital gap, the calculation gives 11.08 eV. For the LUMO energy, the calculation gives 0.038 Ha. Its SMILES is CCCCC.C=C.

***

Verdict on stability: run x comes out on top.

***

Run w
Below is C3H8OS in the gas phase, with properties calculated with the ωB97M-V functional and the def2-TZVPD basis.

Each line ends with the natural charge from an NBO analysis.
Cartesian coordinates (Å):
C 1.4797 -0.0729 -1.3480  -0.2543
C -0.3449 0.9701 -0.4027  -0.1630
C -1.1424 -0.8265 1.6913  -0.7475
H 2.1087 0.4278 -0.6123  0.1711
H 1.7115 -1.1576 -1.4335  0.1991
H 1.4408 0.3463 -2.3072  0.1747
H -0.7515 1.5846 -1.2575  0.1819
H 0.3203 1.5177 0.2188  0.1647
H -0.2535 -0.3581 2.0914  0.2178
H -1.9339 -0.8458 2.4528  0.2336
H -1.0155 -1.7465 1.1746  0.2219
O 0.1811 -0.1880 -0.8109  -0.5534
S -1.8004 0.3490 0.5434  0.1534

As for the total charge: 0. For the orbital gap, the calculation gives 9.38 eV. For the LUMO energy, the calculation gives 0.036 Ha. Its SMILES is COCSC.

***

Run x
Below is 2 unconnected molecules or ions with the total composition C3H8OS, with properties calculated with the ωB97M-V functional and the def2-TZVPD basis.

Each line ends with the natural charge from an NBO analysis.
Cartesian coordinates (Å):
C 0.7782 0.0097 -0.5539  -0.6156
C 1.9773 0.7862 -0.1473  -0.6401
C -2.0163 -0.6160 -0.2541  -0.8432
O -0.8933 1.5357 0.6931  -0.9286
S -0.5622 0.1516 0.4384  1.5873
H 1.0896 -1.0286 -0.8710  0.2225
H 1.7541 1.7179 0.1582  0.2221
H 2.6364 0.3704 0.7074  0.2075
H 2.6096 0.8626 -1.0445  0.2272
H -2.6994 -0.6292 0.6107  0.2678
H -2.2444 -0.2570 -1.2659  0.2578
H -1.7285 -1.6846 -0.5110  0.2446
H -0.7012 -1.2184 2.0399  -0.2093

As for the total charge: 0. For the orbital gap (spin up / spin down), the calculation gives 7.76 / 7.49 eV. For the LUMO energy (spin up / spin down), the calculation gives -0.016 / -0.025 Ha.

***

Run y
Below is 2 unconnected molecules or ions with the total composition C3H8OS, with properties calculated with the ωB97M-V functional and the def2-TZVPD basis.

Each line ends with the natural charge from an NBO analysis.
Cartesian coordinates (Å):
C 1.6141 1.0627 0.0999  -0.7265
S 1.7077 -0.7488 0.3524  -0.0642
H 2.5876 1.4951 -0.1088  0.2187
H 1.1682 1.5485 0.9598  0.2202
H 0.9738 1.2066 -0.7666  0.2306
H 2.4148 -0.9928 -0.7599  0.1257
O -1.2178 0.1156 -1.3713  -0.5336
C -1.6590 -0.2537 -0.3121  0.4445
C -2.4996 0.4440 0.6914  -0.7311
H -1.3142 -1.2687 -0.0183  0.1035
H -2.4222 1.5143 0.4727  0.2317
H -3.5434 0.1383 0.5961  0.2467
H -2.1777 0.2054 1.6986  0.2338

As for the total charge: 0. For the orbital gap, the calculation gives 9.88 eV. For the LUMO energy, the calculation gives 0.034 Ha. Its SMILES is CC=O.CS.

***

Verdict on stability: run y comes out on top.

***

Run w
Below is a gas-phase ion, C3HO3 (charge -1), with properties calculated with the ωB97M-V functional and the def2-TZVPD basis.

Each line ends with the natural charge from an NBO analysis.
Cartesian coordinates (Å):
C 0.2362 0.1325 -1.2465  0.2496
C 0.0449 0.2915 0.0738  -0.1093
C -0.3931 0.0172 1.3689  0.7153
O -0.6314 0.4256 2.5076  -0.6512
O 0.1347 -1.1751 0.8842  -0.6138
O -0.0244 1.1304 -1.9164  -0.7044
H 0.6331 -0.8221 -1.6717  0.1138

As for the total charge: -1. For the orbital gap, the calculation gives 7.57 eV. For the LUMO energy, the calculation gives 0.160 Ha. Its SMILES is O=C1O/C1=C/[O-].

***

Run x
Below is 2 unconnected molecules or ions with the total composition C3HO3, with properties calculated with the ωB97M-V functional and the def2-TZVPD basis.

Each line ends with the natural charge from an NBO analysis.
Cartesian coordinates (Å):
C -0.0927 0.0116 0.1734  -0.1618
C 0.6001 -0.9197 0.8684  0.7276
C -0.5786 0.8316 -0.7943  0.3776
O -0.9508 1.9643 -1.0151  -0.6717
O 1.0257 -2.0346 1.1112  -0.6467
O 0.5377 0.2302 1.6141  -0.5677
H -0.5414 -0.0834 -1.9577  -0.0574

As for the total charge: -1. For the orbital gap, the calculation gives 7.94 eV. For the LUMO energy, the calculation gives 0.155 Ha.

***

Verdict on stability: run w comes out on top.

***

Run w
Below is 2 unconnected molecules or ions with the total composition C3H6FN, with properties calculated with the ωB97M-V functional and the def2-TZVPD basis.

Each line ends with the natural charge from an NBO analysis.
Cartesian coordinates (Å):
C -2.0071 -0.6143 -0.1453  -0.3598
C -2.0829 0.6525 -0.5790  -0.3884
C 2.0777 0.2666 -0.4382  0.3787
N 2.5406 0.1346 0.8009  -0.8219
F 1.6288 -0.8437 -0.9235  -0.3340
H -2.3145 -1.3406 -0.7501  0.1751
H -1.7060 -0.8616 0.9009  0.1895
H -1.6248 1.3334 0.0754  0.1819
H -2.1437 0.9791 -1.6194  0.2010
H 2.9563 0.9295 1.2743  0.3984
H 2.6755 -0.6356 1.4039  0.3795

As for the total charge: 0. For the orbital gap, the calculation gives 10.02 eV. For the LUMO energy, the calculation gives 0.035 Ha.

***

Run x
Below is C3H6FN in the gas phase, with properties calculated with the ωB97M-V functional and the def2-TZVPD basis.

Each line ends with the natural charge from an NBO analysis.
Cartesian coordinates (Å):
C -0.9503 0.5511 0.1219  -0.2480
C 0.4521 0.8851 -0.1874  -0.3482
C 1.3692 -0.1157 -0.1261  0.2460
H -0.6897 -1.7224 0.5518  0.3775
H -0.5401 -0.8961 -1.0667  0.3520
H -1.2304 0.7329 1.3066  0.2163
H -1.8705 0.9267 -0.5256  0.2283
H 0.5293 1.9742 -0.1230  0.2344
H 1.2240 -1.1679 0.0413  0.1807
N -1.0442 -0.9844 -0.0661  -0.8865
F 2.7503 -0.1836 0.0733  -0.3526

As for the total charge: 0. For the orbital gap, the calculation gives 10.04 eV. For the LUMO energy, the calculation gives 0.035 Ha. Its SMILES is NC/C=C/F.

***

Verdict on stability: run w comes out on top.

***

Run w
Below is C4H5NO in the gas phase, with properties calculated with the ωB97M-V functional and the def2-TZVPD basis.

Each line ends with the natural charge from an NBO analysis.
Cartesian coordinates (Å):
C -2.0801 -0.2841 0.0678  -0.7017
C -0.6917 -0.4345 0.6276  0.5261
C 0.2832 0.6331 0.4352  -0.2424
C 1.3926 0.6990 -0.0796  0.2614
O -0.3499 -1.4425 1.2144  -0.5472
N 2.6483 0.6991 -0.5054  -0.8022
H -2.0615 0.0017 -0.9887  0.2281
H -2.6208 0.4924 0.6173  0.2364
H -2.5864 -1.2428 0.1887  0.2344
H 3.2361 -0.0190 -0.1001  0.4059
H 2.8302 0.8978 -1.4773  0.4013

As for the total charge: 0. For the orbital gap, the calculation gives 9.81 eV. For the LUMO energy, the calculation gives 0.024 Ha. Its SMILES is CC(=O)C#CN.

***

Run x
Below is C4H5NO in the gas phase, with properties calculated with the ωB97M-V functional and the def2-TZVPD basis.

Each line ends with the natural charge from an NBO analysis.
Cartesian coordinates (Å):
C -1.5004 0.2258 -0.2677  -0.6157
C -0.0909 -0.3509 -0.4273  -0.4987
C 0.8102 0.0025 0.7337  0.5053
O 0.4394 0.1863 1.8660  -0.4604
C 2.2580 0.0981 0.4191  0.1634
N 3.3790 0.2111 0.1568  -0.2472
H -1.7002 0.4383 0.7865  0.2358
H -2.2597 -0.4756 -0.6228  0.2201
H -1.6083 1.1577 -0.8319  0.2164
H 0.3839 -0.0435 -1.3642  0.2329
H -0.1111 -1.4498 -0.4483  0.2481

As for the total charge: 0. For the orbital gap, the calculation gives 10.89 eV. For the LUMO energy, the calculation gives -0.012 Ha. Its SMILES is CCC(=O)C#N.

***

Verdict on stability: run x comes out on top.